The following is a quantum chemistry calculation of a structure of composition C8H3F5MoN2OS2, from the Open Molecules 2025 dataset.

The geometry in XYZ format:
```
22
Properties=species:S:1:pos:R:3:forces:R:3
Mo 0.1982 0.3425 -0.1383 0.04 -0.51 0.30
S 0.3703 -0.2962 2.0811 -0.28 -0.09 0.16
C -0.4347 -1.8542 2.1835 0.14 0.13 -0.39
C -0.6893 -2.3692 3.4835 -0.10 -0.16 0.32
N -0.9221 -2.7652 4.5378 0.06 0.04 -0.07
C -0.7868 -2.5235 1.0628 0.26 0.42 -0.05
S -0.4882 -1.8354 -0.5204 -0.12 0.24 0.08
C -1.3998 -3.8059 1.0880 -0.20 -0.29 0.10
N -1.9100 -4.8364 1.0965 0.05 0.06 -0.03
F 2.0834 -0.1823 -2.3897 -0.01 0.09 0.02
C 2.0821 0.2758 -1.1111 0.50 -0.29 -0.25
F 2.8528 -0.5792 -0.3700 0.04 0.02 -0.03
C 2.7699 1.6477 -1.0633 0.03 0.18 -0.08
F 4.0868 1.6067 -0.9342 -0.01 -0.05 0.00
F 2.2692 2.2743 0.0513 -0.04 0.02 -0.07
F 2.4681 2.3896 -2.1239 0.02 0.00 0.16
C -2.5322 2.1732 -1.0527 0.02 0.17 0.07
C -1.1776 1.5976 -0.9144 -0.58 0.10 -0.08
O -0.2165 1.8374 -1.6432 0.09 0.04 -0.15
H -2.4712 3.1902 -1.4415 0.01 -0.01 -0.01
H -3.0675 2.1468 -0.1075 0.01 -0.02 0.00
H -3.0848 1.5658 -1.7741 0.06 -0.08 0.00
```
Forces are in eV/Å.

As for the expectation value of S²: 2.02. As for the relative energy (zero: lowest compared OMol25 entry of this formula, charge and spin): 0.061 eV. As for the spin multiplicity: 3. The total charge is 0. Its total energy is -1855.2557 Eh.